{"formula": "C83H220N8O31", "method": "the ωB97M-V functional and the def2-TZVPD basis", "elements": ["C", "O", "H", "H", "H", "H", "C", "O", "H", "H", "H", "H", "C", "O", "H", "H", "H", "H", "C", "O", "H", "H", "H", "H", "C", "O", "H", "H", "H", "H", "C", "O", "H", "H", "H", "H", "C", "O", "H", "H", "H", "H", "C", "O", "H", "H", "H", "H", "C", "O", "H", "H", "H", "H", "C", "O", "H", "H", "H", "H", "C", "O", "H", "H", "H", "H", "O", "H", "H", "O", "H", "H", "O", "H", "H", "O", "H", "H", "O", "H", "H", "O", "H", "H", "O", "H", "H", "O", "H", "H", "O", "H", "H", "O", "H", "H", "O", "H", "H", "O", "H", "H", "C", "C", "C", "C", "C", "C", "N", "O", "C", "C", "C", "H", "H", "H", "H", "H", "H", "H", "H", "H", "H", "H", "H", "H", "H", "H", "H", "H", "H", "H", "C", "C", "C", "C", "C", "C", "N", "O", "C", "C", "C", "H", "H", "H", "H", "H", "H", "H", "H", "H", "H", "H", "H", "H", "H", "H", "H", "H", "H", "H", "C", "C", "C", "C", "C", "C", "N", "O", "C", "C", "C", "H", "H", "H", "H", "H", "H", "H", "H", "H", "H", "H", "H", "H", "H", "H", "H", "H", "H", "H", "C", "C", "C", "C", "C", "C", "N", "O", "C", "C", "C", "H", "H", "H", "H", "H", "H", "H", "H", "H", "H", "H", "H", "H", "H", "H", "H", "H", "H", "H", "C", "C", "C", "C", "C", "C", "N", "O", "C", "C", "C", "H", "H", "H", "H", "H", "H", "H", "H", "H", "H", "H", "H", "H", "H", "H", "H", "H", "H", "H", "C", "C", "C", "C", "C", "C", "N", "O", "C", "C", "C", "H", "H", "H", "H", "H", "H", "H", "H", "H", "H", "H", "H", "H", "H", "H", "H", "H", "H", "H", "C", "C", "C", "C", "C", "C", "N", "O", "C", "C", "C", "H", "H", "H", "H", "H", "H", "H", "H", "H", "H", "H", "H", "H", "H", "H", "H", "H", "H", "H", "C", "C", "C", "C", "C", "C", "N", "O", "C", "C", "C", "H", "H", "H", "H", "H", "H", "H", "H", "H", "H", "H", "H", "H", "H", "H", "H", "H", "H", "H"], "xyz": [[5.03884, 5.25369, 0.41331], [5.00092, 4.15136, 1.27730], [4.98945, 4.87872, -0.60897], [4.19235, 5.90772, 0.62261], [5.97520, 5.80960, 0.46110], [4.06493, 3.99233, 1.41948], [-5.77551, 1.52977, 0.59490], [-4.94092, 2.43618, -0.06076], [-6.23632, 0.81745, -0.08945], [-5.26311, 1.08324, 1.44704], [-6.58804, 2.05915, 1.09256], [-5.49548, 3.14907, -0.38610], [0.32049, -0.50014, -6.49464], [-0.53705, 0.63373, -6.84207], [1.07793, -0.61058, -7.27066], [0.93398, -0.37890, -5.60188], [-0.11767, -1.49278, -6.39082], [-0.93942, 1.02929, -6.06540], [-3.41119, -5.60116, -0.90044], [-2.81352, -4.32619, -0.46436], [-4.29557, -5.39524, -1.50341], [-2.64432, -6.17621, -1.41943], [-3.75559, -6.16040, -0.03052], [-2.47439, -3.86155, -1.23293], [3.26986, 4.95078, 4.36881], [2.34033, 3.91203, 4.70616], [3.30963, 5.58695, 5.25301], [4.24101, 4.49761, 4.16978], [2.96702, 5.63513, 3.57630], [2.04052, 4.12523, 5.59286], [4.33034, 3.89916, -3.62235], [4.86810, 4.10702, -4.91488], [5.06076, 3.28272, -3.09836], [4.20814, 4.82625, -3.06228], [3.37362, 3.39285, -3.75060], [5.22177, 3.28173, -5.25460], [-2.44539, -4.28722, -6.79252], [-2.47996, -3.49523, -5.65716], [-2.61466, -5.34102, -6.57125], [-3.28903, -4.00648, -7.42304], [-1.52307, -4.27160, -7.37320], [-2.71476, -2.64104, -6.02707], [4.03750, -0.77804, -6.76770], [3.89082, -0.16117, -5.51726], [3.32439, -1.60148, -6.80694], [3.85591, -0.01599, -7.52560], [5.07730, -1.10499, -6.76854], [3.08372, 0.35839, -5.53310], [-5.82751, -2.25211, 1.41049], [-6.81827, -1.38392, 1.92276], [-6.24571, -2.96253, 0.69739], [-5.21706, -1.58043, 0.80692], [-5.32017, -2.68646, 2.27192], [-6.67724, -1.39492, 2.87229], [1.37641, -3.75807, -4.85126], [0.96257, -4.59708, -3.75773], [0.71512, -3.81231, -5.71604], [1.50921, -2.73531, -4.49852], [2.34914, -4.12513, -5.17861], [0.83662, -5.46506, -4.14803], [6.51464, 1.96051, -1.19010], [6.88274, 1.55328, -2.44791], [6.42534, 3.04650, -1.21786], [5.61028, 1.43265, -0.88742], [7.27750, 1.83052, -0.42248], [7.83201, 1.43045, -2.52133], [-3.22291, -3.92101, 2.11093], [-3.01584, -4.26907, 1.24364], [-3.27098, -2.97348, 1.98406], [-3.13666, -0.93421, -6.50987], [-3.25579, -0.48628, -7.34736], [-2.64165, -0.31417, -5.97437], [-1.97690, 1.57348, -4.77045], [-2.28175, 1.50367, -3.86579], [-2.19851, 2.46775, -5.03005], [6.74511, 2.90024, 2.95786], [6.31698, 3.35850, 2.23471], [6.13393, 2.20296, 3.19550], [-0.29147, 2.71157, -1.07411], [-1.14449, 2.38329, -1.35838], [0.15069, 1.94553, -0.70818], [-0.38518, 4.14652, -4.56157], [-0.09131, 3.80377, -3.71753], [-1.12960, 4.70845, -4.34635], [-3.11568, 2.48716, -2.29031], [-3.84606, 2.30693, -1.69845], [-3.22084, 3.40849, -2.52764], [2.23083, 3.55117, 1.83827], [1.42019, 3.10110, 1.60049], [2.13176, 3.74786, 2.76979], [0.16732, 4.10352, -7.17718], [1.07718, 4.40080, -7.17336], [-0.08595, 4.09411, -6.25415], [5.89827, 1.56546, -5.33438], [5.99515, 1.73628, -4.39754], [5.27234, 0.84292, -5.38312], [-1.62966, -4.08562, -3.14260], [-0.68442, -4.22026, -3.21066], [-1.87903, -3.70464, -3.98455], [2.23561, 1.85558, -6.15757], [2.69726, 2.69098, -6.22981], [1.41821, 1.99085, -6.63694], [5.57918, 0.13083, 1.63169], [5.23472, -0.53966, 3.04435], [6.42867, -1.51089, 3.35896], [6.48094, -1.84831, 4.83929], [6.68244, -0.58909, 5.69693], [5.53008, 0.36639, 5.51729], [5.17163, 0.52249, 4.06745], [4.12115, 1.50186, 3.73446], [4.33225, -0.16163, 6.27210], [5.89868, 1.69717, 6.10748], [3.90196, -1.24680, 3.00441], [5.64403, -0.56614, 0.79614], [6.57797, 0.55514, 1.52946], [4.93284, 0.98525, 1.43093], [6.28506, -2.36785, 2.70087], [7.35144, -1.02838, 3.03677], [7.34434, -2.51177, 4.88908], [5.65163, -2.46735, 5.18153], [7.62333, -0.11701, 5.41414], [6.77942, -0.78642, 6.76453], [4.15076, -1.23033, 6.15786], [4.48988, 0.02458, 7.33444], [3.42892, 0.42584, 6.10783], [5.01903, 2.32556, 6.24690], [6.31345, 1.60320, 7.11109], [6.55059, 2.36145, 5.54017], [2.99173, -0.65124, 2.93442], [3.66588, -1.93506, 3.81599], [3.87021, -1.80142, 2.06660], [3.32570, 0.96587, 3.77395], [-0.44837, 1.17909, 1.61184], [-0.14671, -0.01572, 0.63206], [-1.41727, -0.24812, -0.26253], [-1.23476, -1.05164, -1.52839], [-0.09369, -0.44171, -2.32700], [1.20961, -0.34672, -1.52311], [1.00175, 0.29492, -0.20402], [2.18930, 0.41739, 0.60788], [1.75871, -1.77580, -1.30514], [2.17562, 0.42954, -2.37792], [0.08285, -1.21878, 1.47738], [0.37886, 1.38677, 2.29056], [-1.30806, 0.90813, 2.22472], [-0.59918, 2.15116, 1.14230], [-2.23896, -0.75085, 0.24757], [-1.71411, 0.73306, -0.63304], [-2.12567, -0.92266, -2.14298], [-1.20061, -2.13141, -1.38339], [-0.44532, 0.57040, -2.52724], [-0.04317, -0.87531, -3.32577], [0.94058, -2.33918, -0.85641], [1.70007, -2.30310, -2.25729], [2.68604, -1.78113, -0.73228], [1.87897, 1.47276, -2.48644], [3.18665, 0.52076, -1.98093], [2.13070, -0.00786, -3.37530], [-0.13693, -2.10260, 0.87851], [-0.55925, -1.35951, 2.34687], [1.10537, -1.35528, 1.82939], [2.26840, 1.37111, 0.68373], [-6.45270, -2.48915, -6.58646], [-7.36528, -1.70915, -5.64067], [-8.36838, -2.67687, -5.01120], [-7.80786, -3.54398, -3.93559], [-7.23618, -2.62034, -2.78808], [-6.15400, -1.61759, -3.32597], [-6.65515, -0.98766, -4.56179], [-5.78902, -0.06296, -5.06899], [-6.06359, -0.48757, -2.27496], [-4.82642, -2.43487, -3.45398], [-8.16682, -0.60503, -6.39837], [-5.77822, -1.81660, -7.11642], [-6.97678, -2.99255, -7.39888], [-5.71977, -3.17812, -6.16669], [-9.19129, -2.11138, -4.57402], [-8.73204, -3.33642, -5.79916], [-7.04731, -4.18078, -4.38740], [-8.55616, -4.24620, -3.56811], [-6.84973, -3.37640, -2.10462], [-8.03634, -2.12302, -2.23989], [-5.88673, -0.91325, -1.28722], [-5.22388, 0.14215, -2.56898], [-6.91465, 0.19178, -2.32265], [-4.71052, -2.91044, -2.48007], [-4.62999, -3.01950, -4.35271], [-3.96485, -1.77104, -3.38244], [-8.86062, -0.27286, -5.62610], [-8.69054, -1.02683, -7.25622], [-7.63696, 0.28562, -6.73614], [-5.09451, -0.63302, -5.40704], [-6.67039, 7.71037, 4.40969], [-5.96327, 6.37956, 4.62129], [-5.02568, 6.65195, 5.84213], [-4.32406, 5.35719, 6.35069], [-5.44455, 4.31123, 6.68520], [-6.32177, 3.95300, 5.48828], [-6.83499, 5.19100, 4.91364], [-7.93642, 5.08703, 4.15705], [-5.46674, 3.01582, 4.57487], [-7.48096, 3.08959, 6.10671], [-5.06124, 6.04766, 3.36106], [-7.26316, 7.70028, 3.49501], [-6.00060, 8.56562, 4.49914], [-7.37693, 7.89866, 5.21805], [-4.28498, 7.42031, 5.62058], [-5.61171, 7.02442, 6.68233], [-3.85891, 5.48004, 7.32877], [-3.60709, 4.98639, 5.61819], [-6.10743, 4.56331, 7.51295], [-4.94172, 3.39133, 6.98357], [-5.09159, 2.07704, 4.98238], [-6.09016, 2.68854, 3.74281], [-4.50970, 3.44623, 4.28006], [-8.02021, 2.65460, 5.26522], [-7.05319, 2.22112, 6.60758], [-8.18730, 3.61114, 6.75260], [-5.47629, 5.32533, 2.65814], [-4.03391, 5.82812, 3.65176], [-5.06167, 6.91746, 2.70414], [-7.54607, 4.98062, 3.28647], [6.00229, -4.28399, -1.38644], [5.87684, -3.89737, -2.89518], [7.06657, -2.94635, -3.19037], [7.18065, -2.56866, -4.62984], [7.43303, -3.93653, -5.32949], [6.35558, -5.04798, -5.11692], [5.96184, -5.14763, -3.68439], [5.01110, -6.09211, -3.41916], [5.16737, -4.66273, -6.11447], [6.91169, -6.35924, -5.66702], [4.54467, -3.09643, -3.02213], [6.93921, -4.81791, -1.22761], [5.24484, -5.00134, -1.07060], [6.01370, -3.43019, -0.70893], [6.95907, -2.03410, -2.60356], [7.97525, -3.44350, -2.85092], [8.00359, -1.88146, -4.82634], [6.25681, -2.07625, -4.93340], [8.44068, -4.26998, -5.08138], [7.47013, -3.63968, -6.37763], [4.89199, -3.61908, -5.96254], [5.31944, -4.75334, -7.19000], [4.22958, -5.21475, -6.05183], [7.53459, -6.23825, -6.55329], [7.61074, -6.73427, -4.91950], [6.20675, -7.18679, -5.74656], [4.41544, -2.35124, -2.23722], [3.85313, -3.93857, -2.99645], [4.53788, -2.60368, -3.99437], [4.18525, -5.69173, -3.70068], [1.99064, -7.09420, 2.70997], [1.18035, -6.09396, 1.85227], [2.15669, -4.89823, 1.48567], [3.04037, -5.11880, 0.28447], [2.24171, -5.71187, -0.85712], [1.40026, -6.99694, -0.49436], [0.57706, -6.65238, 0.65209], [-0.21469, -7.74067, 1.00568], [0.47816, -7.27314, -1.71854], [2.42292, -8.23267, -0.35725], [0.12852, -5.49311, 2.82030], [1.46129, -8.03663, 2.85037], [2.26863, -6.59373, 3.63751], [2.98167, -7.30199, 2.30651], [1.59560, -3.97280, 1.35579], [2.84014, -4.62308, 2.28897], [3.80071, -5.87129, 0.49363], [3.47698, -4.18448, -0.06837], [2.84246, -5.92998, -1.74008], [1.57749, -4.88621, -1.11246], [0.96139, -7.50677, -2.66724], [-0.22532, -8.08368, -1.52826], [-0.00376, -6.30652, -1.86522], [3.22818, -8.09480, 0.36432], [1.84958, -9.13691, -0.15301], [2.79980, -8.48732, -1.34782], [-0.51570, -4.76916, 2.32133], [0.66565, -4.98270, 3.61974], [-0.50504, -6.27236, 3.24392], [-1.10596, -7.44731, 0.80276], [-3.78606, 0.76297, 7.22013], [-3.17900, -0.64975, 7.31303], [-3.31643, -1.42887, 6.04015], [-2.43368, -1.06153, 4.86995], [-1.06656, -1.23036, 5.50900], [-0.72094, -0.41926, 6.77286], [-1.77092, -0.73147, 7.72524], [-1.51165, -0.18393, 9.00149], [0.64835, -1.04873, 7.31842], [-0.52335, 1.08088, 6.50873], [-3.93287, -1.58818, 8.35777], [-3.74263, 1.12850, 6.19416], [-3.25093, 1.46368, 7.86103], [-4.81227, 0.62993, 7.56256], [-3.40666, -2.49304, 6.25807], [-4.35179, -1.36512, 5.70537], [-2.54819, -0.06910, 4.43395], [-2.48038, -1.72718, 4.00808], [-0.32391, -1.04149, 4.73382], [-0.89186, -2.28749, 5.70911], [1.38729, -0.94615, 6.52372], [1.03441, -0.45082, 8.14399], [0.45338, -2.08262, 7.60331], [-1.39735, 1.64868, 6.18963], [-0.29874, 1.58909, 7.44647], [0.31409, 1.27348, 5.83814], [-3.28650, -2.41709, 8.64621], [-4.90355, -1.93319, 8.00159], [-4.13153, -1.02474, 9.26947], [-1.21317, -0.97113, 9.46281], [0.07490, 8.14223, -1.50090], [0.62236, 6.89039, -0.76760], [1.34557, 7.34931, 0.47566], [0.46837, 7.79253, 1.66179], [-0.58630, 6.70024, 1.97045], [-1.40571, 6.18362, 0.72024], [-0.39893, 5.86499, -0.32767], [-1.06799, 5.24947, -1.41103], [-2.26109, 5.02457, 1.12904], [-2.42802, 7.36178, 0.31637], [1.64969, 6.08989, -1.68808], [0.85438, 8.77464, -1.92584], [-0.53844, 8.79894, -0.88393], [-0.67624, 7.93360, -2.26272], [2.00987, 6.60866, 0.92089], [2.04815, 8.11702, 0.15151], [0.02991, 8.75776, 1.40845], [1.00605, 7.95127, 2.59656], [-1.30218, 7.00576, 2.73353], [-0.00927, 5.84606, 2.32474], [-2.98777, 5.25628, 1.90773], [-2.68197, 4.39427, 0.34567], [-1.58721, 4.31068, 1.60270], [-2.05753, 8.38364, 0.39779], [-2.78507, 7.25039, -0.70745], [-3.36360, 7.23258, 0.86053], [2.51839, 6.71454, -1.89612], [1.11441, 5.61797, -2.51201], [1.99446, 5.25945, -1.07198], [-0.76336, 4.34488, -1.30856]], "forces_ev_per_a": [[0.0421, 0.0988, -0.8321], [0.2167, 0.0830, 0.2763], [-0.2793, 0.2483, -0.3387], [0.0961, 0.2675, -0.2008], [0.0172, -0.0703, 0.4962], [-0.3114, -0.5874, 0.2786], [-1.2014, -0.2502, 1.0469], [0.7755, 0.7028, -0.7352], [0.2981, -0.2109, 0.2469], [0.3408, -0.4150, -0.4610], [-0.2827, 0.1444, -0.0798], [0.0427, 0.1265, -0.0124], [0.3654, 0.6810, -0.3191], [1.2869, -1.7175, -0.3319], [-0.2417, 0.2300, -0.3606], [-0.3174, 0.5697, 0.3978], [-0.9322, 0.2019, -0.1123], [0.1199, -0.1481, 0.6347], [0.6230, 1.2535, 0.2147], [-0.8795, -1.3868, 0.0717], [0.1736, -0.1339, -0.3055], [-0.2625, -0.0379, -0.2221], [0.2111, 0.2558, 0.2322], [0.2180, -0.2273, -0.6257], [0.3663, 0.2930, 1.2373], [-0.2650, 0.2044, -0.4900], [0.6105, 0.1925, -0.0454], [0.0061, 0.1521, -0.1492], [-0.3278, -0.4520, -0.4121], [-0.2730, -0.2910, -0.1488], [0.5848, -0.6768, -0.6342], [-0.3739, 1.5286, -0.2610], [-0.3995, -0.2018, 0.5684], [-0.0173, 0.1372, -0.3493], [-0.2201, -0.1233, 0.5993], [0.1562, -0.5663, -0.0750], [-0.6535, -1.4477, -1.0295], [0.3486, 0.2453, 0.3642], [0.0170, -0.0191, 0.4594], [0.0944, -0.0009, -0.4470], [0.2417, 0.4522, 0.0205], [-0.0649, 0.9450, 0.3955], [0.0624, 0.3024, 0.3488], [0.0797, -0.3579, 1.2167], [0.1855, -0.2789, -0.5820], [0.0414, -0.3616, -0.4745], [-0.1376, -0.3269, -0.5515], [-0.2209, 0.5773, -0.0739], [0.0428, 0.8989, -0.2884], [-0.8615, 0.1744, 0.5850], [-0.1052, -0.3758, 0.4081], [0.9168, -0.3715, 0.0152], [0.3078, -0.4696, -0.7139], [-0.4227, 0.2481, -0.0118], [0.7043, -0.4727, 0.1048], [0.0905, 0.4802, -0.5346], [-0.3560, 0.1540, 0.1647], [-0.2167, -0.0898, 0.0441], [0.1966, 0.2463, -0.1529], [-0.0779, -0.3132, 0.2319], [0.1341, 1.1368, 1.4657], [0.5840, -1.0860, -1.8934], [-0.7838, 0.1606, 0.2806], [-0.0789, 0.3367, 0.0517], [0.1247, -0.5594, 0.0267], [-0.0450, 0.0494, 0.0169], [-0.1297, -0.0405, 1.2738], [0.2428, 0.1303, -0.6804], [0.0774, 0.1239, -0.1565], [-0.4945, -0.5014, 0.1439], [0.0822, 0.1004, -0.3064], [0.3231, 0.4659, 0.2452], [-0.0198, -0.4075, -0.3642], [-0.2813, 0.0255, 0.5780], [0.0286, 0.2852, -0.1158], [0.8489, 0.1015, 0.3237], [-0.3592, 0.2833, -0.2403], [-0.2072, -0.4532, 0.2415], [-0.2190, 1.0385, -0.6676], [-0.6089, -0.0604, -0.1812], [0.9237, -0.8341, 0.2271], [-0.3173, 0.0037, 0.0438], [0.2659, -0.2584, 0.3538], [-0.0981, 0.4471, 0.1711], [0.7183, -0.1410, -0.4825], [-0.5111, -0.3106, 0.7509], [0.0494, 0.3771, -0.0255], [0.2744, 0.0009, -0.5886], [-0.3643, 0.0998, -0.1760], [-0.1199, -0.1453, 0.6865], [0.0562, -0.2423, -0.8506], [0.1563, 0.2498, -0.0649], [0.0370, -0.0210, 0.5301], [0.7629, 0.8445, -0.3457], [0.3921, -0.2212, 0.6154], [-0.7732, -0.5075, 0.0267], [-0.6319, 0.0488, 1.0163], [0.6627, -0.1282, 0.0296], [-0.3564, 0.0661, -0.6076], [0.0813, -0.0818, 0.1633], [0.4059, 0.2451, 0.1161], [-0.7066, -0.0069, -0.2647], [0.0244, -0.0074, 0.6520], [1.0026, 1.0735, -0.4691], [-1.6884, 1.1102, -0.0061], [1.0788, -0.6020, -0.0544], [0.2993, -0.6904, -0.9627], [-1.3404, 0.3132, -0.9783], [1.3552, 1.3627, -0.8722], [1.5148, -1.3953, 1.1026], [-0.4863, 0.0925, 1.2392], [-0.3014, 1.6664, 0.4325], [-0.7378, -1.0953, -0.9643], [-0.9232, -0.4237, 0.0477], [0.2446, 0.1009, 1.0560], [-0.3731, -0.3471, -0.2031], [0.0244, -0.2705, 0.2070], [0.0469, 0.1141, 0.1922], [0.2005, -0.0434, 0.6101], [-0.2628, 0.1955, -0.1333], [0.0258, 0.1489, -0.2281], [-0.1577, -0.2621, 0.0118], [-0.1147, 0.0965, -0.2240], [0.2075, -0.2805, 0.2775], [-0.1069, -0.0977, -0.5731], [-0.3670, -0.1034, -0.0393], [0.1449, -0.3253, 0.0191], [0.3321, -0.5837, -0.3785], [0.2569, 0.6367, -0.0905], [0.5833, -0.1270, 0.2108], [-0.1128, -0.4100, -0.0437], [-0.5886, 0.0823, 0.0542], [0.4029, -0.1416, -0.3035], [-1.1966, 0.4852, 0.7976], [0.4900, 0.3026, -0.2477], [0.1674, -0.1889, -0.6100], [-0.9885, 0.4419, 0.8965], [1.0446, -1.5040, 0.2164], [-0.5891, 1.8589, -0.6449], [-0.7542, -0.6038, -0.9557], [-1.7459, 0.0424, -0.5105], [0.2227, 1.0350, -0.0210], [0.1627, -2.2104, 0.3805], [0.2148, -0.5990, 0.2427], [-0.0758, 0.1431, -0.0400], [-0.5031, -0.2015, -0.3420], [0.0755, 0.5308, 0.7373], [-0.5396, 0.0389, 0.4595], [-0.3153, 0.0141, 0.0668], [0.4979, -0.0112, 0.1676], [0.2188, 0.3465, -0.1070], [0.7518, -0.3633, 0.1490], [0.3658, -0.0374, 0.9501], [1.2552, 0.1032, -0.3179], [-0.0851, -0.3075, -0.2855], [-0.4324, 0.1282, -0.0330], [0.1334, -0.6129, -0.0842], [0.5522, -0.0398, 0.0280], [0.1130, -0.2605, -0.0408], [-0.2249, 0.5523, 0.0437], [0.0585, 0.3346, -0.0630], [0.4397, 0.2240, 0.0879], [1.1150, 0.4362, -0.8678], [0.2842, 0.3340, 0.1015], [-0.4839, 0.1178, -0.3396], [0.6624, 0.8224, 0.7403], [-0.2685, -1.4714, -1.4215], [-1.0551, -1.0043, 0.1595], [-2.2720, -1.0615, 1.0455], [1.0719, 0.3746, -0.2393], [1.0860, -0.1949, -0.8796], [0.3648, 1.6995, 0.8781], [-0.0792, -0.5557, 0.5624], [-0.0692, 0.4823, -0.1260], [-0.3234, -0.1162, 0.2348], [-0.5025, -0.3510, 0.5387], [-0.2092, 0.0928, -0.2128], [-0.3758, 0.2592, -0.2150], [0.4796, 0.0230, 0.2974], [-0.1407, 0.1902, 0.2255], [0.6683, 0.5524, 0.4232], [-0.1644, 0.2283, -0.3443], [-0.1066, 0.1293, 0.0148], [0.3048, 0.0686, 0.2843], [-0.3336, -0.4827, 0.1648], [-0.0527, -0.9434, -0.3512], [-0.5523, -0.4096, 0.4161], [0.1326, 0.5496, -0.4185], [-0.3595, 0.2024, -0.3640], [-0.1784, -0.0700, 0.0815], [0.4891, -0.3754, 0.1077], [1.0343, 0.3965, -0.5642], [-1.4271, -0.4750, 0.3467], [1.6297, -1.0563, 0.0143], [0.3419, -1.4991, 0.4557], [-2.0221, 0.0839, 0.6666], [1.0319, 0.0422, -0.8356], [0.2994, -0.9796, 1.3564], [1.8161, 1.5984, 3.2511], [-0.8875, -0.1059, -1.6238], [-0.3038, 0.0540, -0.4669], [0.3660, -0.0978, -1.5886], [-0.6649, 1.2763, 0.0133], [0.1985, 0.3320, -0.1460], [0.3258, -0.2779, -0.6096], [-0.2188, -0.3001, 0.1263], [-0.0541, 0.0395, -0.3698], [-0.2777, 0.1021, -0.0938], [0.5585, 0.5267, -0.2752], [0.0097, -0.1850, 0.1593], [0.2777, 0.6810, 0.0815], [-0.0205, -0.1369, 0.1134], [-0.6877, -0.0288, 0.8448], [0.2673, 0.2609, -0.5415], [-0.3378, 0.5396, -0.5614], [-0.4283, 0.0732, 0.0389], [0.1844, 0.2031, 0.2933], [0.2764, 0.2182, -0.0696], [0.0174, -0.6916, 0.4611], [-0.1685, -0.2754, -0.1936], [0.4610, 0.4177, 0.1758], [-0.6411, -0.3010, -1.0504], [0.3899, -0.7639, -0.5249], [0.1116, 1.0087, 1.7950], [-0.1913, -0.0383, 0.7112], [0.0310, -1.6224, 0.0392], [-0.4013, 1.2221, -0.5222], [-1.1238, 0.6223, -1.8509], [2.6124, 1.6310, -1.0510], [-0.5707, -0.3255, 0.1041], [-0.4893, 0.6445, 0.6224], [0.9456, -0.6491, 1.5053], [1.1316, -1.3224, -0.9614], [0.2275, 0.0372, -0.1273], [-0.1871, 0.2688, -0.1511], [-0.2303, 0.1888, -0.2089], [-0.2497, -0.1092, 0.4495], [0.1952, -0.0117, -0.0289], [0.0244, -0.0533, 0.0095], [0.0219, -0.0528, -0.3514], [-0.0688, -0.2190, 0.2873], [-0.0678, -0.7938, -0.4074], [-0.0576, 0.1547, 0.0556], [1.0386, -0.0992, 0.0419], [-0.0031, -0.4436, 0.8047], [-0.5203, 0.1924, -0.2715], [0.2559, -0.0326, 0.2046], [-0.3341, 0.3625, -0.3844], [-0.0935, -0.3513, 0.0211], [-1.0630, 0.7132, 0.2139], [-0.4631, 0.0668, 0.0592], [-0.7576, -0.1488, -0.1803], [0.6033, 0.1374, -0.4084], [1.5373, 1.1495, 1.2444], [-0.3972, -0.0070, -0.0682], [-0.1176, -1.3802, -0.5585], [-1.0736, 0.0202, 0.1940], [2.3075, -0.1849, -1.2091], [0.1705, 0.9566, -0.5302], [-0.4906, -0.9084, 0.3663], [-0.0270, 0.6214, 0.7465], [-1.5157, 0.4399, -0.2829], [-0.0459, -0.2616, -0.7956], [0.0089, 0.1380, 0.2525], [-0.5343, -0.2166, 0.3397], [-0.0984, -0.2216, -0.4687], [-0.4461, -0.0383, -0.3158], [-0.2552, -0.4827, 0.6282], [0.5364, 0.3601, 0.4027], [0.2585, -0.0552, 0.2551], [0.1581, -0.0562, 0.0673], [-0.5611, -0.2519, -0.4873], [0.6156, -0.0869, 0.2552], [-0.1321, 0.1825, 0.1045], [-0.6704, -0.2019, -0.1295], [-0.1374, -0.0378, -0.1727], [-0.0816, 0.0250, 0.6855], [0.4407, 0.5576, -0.0723], [-0.0328, 0.0276, -0.0993], [-0.0672, -0.0455, 0.0634], [0.0412, -0.0057, 0.0899], [-0.1726, -0.0088, 0.0340], [0.2551, -0.7622, 0.2464], [0.1187, -1.1921, 1.5609], [-2.5378, -0.3415, -1.8142], [1.1683, -0.3964, 1.1245], [1.4611, 0.1547, -1.2564], [0.7325, -0.5301, -0.1057], [0.1438, -0.6885, -0.5890], [-0.2573, 0.2949, -0.1678], [-1.3133, 1.3317, -0.6079], [0.0670, 0.3653, 0.5669], [0.2438, 1.5551, 0.2713], [-0.1221, 0.0230, 0.0845], [-0.1595, -0.0423, 0.1417], [-0.1636, 0.5831, -0.2019], [1.3345, -0.2768, -0.0555], [-0.5862, 0.8056, 0.1184], [-0.3155, 0.3363, 0.4627], [-0.3288, -0.3582, 0.2124], [0.4790, 0.4290, 0.0590], [-0.3256, -0.1339, 0.3301], [0.0210, -0.3947, -0.0826], [-0.1568, -0.1802, 0.2191], [0.2495, 0.0438, -0.0349], [-0.1974, -0.4509, -0.5538], [0.3194, -0.1950, 0.2588], [-0.0472, -0.0602, -0.1757], [-0.1021, -0.0744, -0.3351], [0.1008, -0.0443, -0.2540], [0.0041, 0.0717, 0.1236], [0.0266, 0.0945, 0.3974], [-0.9449, 0.0158, -0.0094], [-0.4388, -1.0407, -0.6913], [0.8747, 0.1072, 1.3866], [-1.0166, -0.0114, -0.6900], [0.0247, -0.2571, -1.2582], [0.0311, 3.5096, -0.1683], [-0.0808, 0.0966, 0.8603], [-0.1765, 0.8896, -0.5837], [1.0196, -1.7778, 0.4910], [0.1277, -0.9576, -0.4462], [-1.1880, 0.2457, 1.7020], [0.1812, -0.2872, -0.0634], [0.4468, -0.0164, 0.6059], [0.4109, -0.5763, -0.4603], [-0.0735, -0.7201, -0.4763], [-0.1210, 0.4324, 0.1384], [-0.3900, 0.0328, 0.1286], [0.4648, 0.0219, -0.2289], [0.0737, 0.0673, 0.1078], [-0.1057, -0.2373, 0.2560], [-0.0468, 0.2801, -0.4034], [-0.3915, 0.6272, -0.2858], [0.2194, -0.2680, 0.2938], [0.0560, -0.1882, 0.3241], [0.3850, -0.1764, -0.3313], [0.1952, 0.2574, 0.5410], [-0.2292, -0.0016, -0.5757], [0.3642, 0.5967, -0.3977], [0.1319, -0.0769, 0.1233], [0.2606, -0.5126, 0.0558]], "gap_ev": 8.0, "total_energy_ha": -6064.28790, "max_force_ev_per_a": 4.053, "lumo_ev": -0.203, "total_charge": 0}